71
Properties=species:S:1:pos:R:3:lowdin_charge:R:1 method="wB97M-V/def2-TZVPD" de_lowest_kcal_mol=132.17 e_tot_ev=-51824.77408 e_lumo_ev=0.314 gap_ev=6.1
C 0.481 3.219 -3.661 -0.0786
C -0.799 2.757 -3.335 -0.0475
C -1.018 1.837 -2.290 -0.2227
C 0.090 1.372 -1.528 -0.2456
C 1.397 1.793 -1.920 -0.3198
C 1.585 2.714 -2.966 -0.0590
C -2.429 1.318 -2.083 -0.1250
C -2.457 -0.188 -1.771 -0.2506
N -2.687 -1.017 -2.952 -0.2663
Sn 0.000 0.000 0.000 0.8762
C 2.595 1.126 -1.267 -0.2942
P 2.034 -0.626 -0.994 0.7361
H -1.663 3.109 -3.911 0.1123
H 2.601 3.020 -3.242 0.1080
H 0.620 3.940 -4.473 0.1030
H 2.813 1.543 -0.265 0.0930
H 3.509 1.202 -1.884 0.0989
H -2.916 1.836 -1.243 0.1158
H -3.019 1.536 -2.990 0.1216
H -1.526 -0.481 -1.222 -0.0198
C 3.400 -1.468 -0.083 -0.2376
C 2.095 -1.371 -2.680 -0.2394
H -3.305 -0.366 -1.079 0.1293
C -1.522 -1.137 -3.816 -0.0906
C -3.235 -2.317 -2.597 -0.1166
H 0.186 -0.938 1.534 -0.0415
H -1.785 -1.725 -4.712 0.0882
H -1.191 -0.140 -4.151 0.0865
H -0.654 -1.638 -3.318 0.0719
H -3.480 -2.882 -3.514 0.0826
H -2.536 -2.944 -1.988 0.0891
H -4.162 -2.180 -2.015 0.0838
H 3.112 -1.330 -3.108 0.0546
H 1.756 -2.420 -2.631 0.0514
H 1.400 -0.804 -3.321 0.0354
H 4.357 -1.384 -0.628 0.0519
H 3.505 -1.004 0.912 0.0338
H 3.153 -2.535 0.051 0.0489
H -0.305 -1.426 1.062 -0.0099
C 3.671 0.818 4.607 -0.0639
C 2.713 -0.284 4.223 -0.2263
C 3.269 -1.506 3.815 -0.0851
C 2.455 -2.551 3.409 -0.1089
C 1.080 -2.387 3.376 -0.0755
C 0.465 -1.171 3.749 -0.2108
N -0.958 -1.077 3.477 0.0265
C -1.850 -0.080 3.915 -0.2187
C -2.404 -0.382 5.178 -0.0398
C -3.320 0.441 5.798 -0.0889
C -3.710 1.607 5.182 -0.0787
C -3.215 1.930 3.921 -0.0185
C -2.287 1.120 3.187 -0.0133
C -2.016 1.719 1.762 -0.3797
O -2.616 2.869 1.532 -0.0408
O -1.314 1.354 0.688 -0.2205
C 1.295 -0.100 4.214 -0.1494
C 0.702 1.216 4.650 -0.0283
H 3.514 1.690 3.934 0.0906
H 3.511 1.118 5.660 0.0875
H 4.732 0.508 4.494 0.0802
H 4.343 -1.653 3.796 0.1028
H 2.899 -3.486 3.085 0.1034
H 0.482 -3.211 3.002 0.1056
H -1.419 -1.968 3.228 0.1485
H -2.115 -1.298 5.687 0.1183
H -3.726 0.175 6.766 0.1051
H -4.414 2.263 5.671 0.1035
H -3.608 2.863 3.539 0.1111
H 0.183 1.696 3.803 0.0857
H 0.009 1.040 5.499 0.0954
H 1.447 1.947 5.016 0.0751

47
Properties=species:S:1:pos:R:3:mulliken_spin:R:1 method="wB97M-V/def2-TZVPD" total_charge=-1 multiplicity=4 e_tot_ev=-86421.62779 e_lumo_ev="1.566 / 0.117" gap_ev="4.0 / 5.6"
Au -0.230 -0.107 -0.240 0.3216
S -6.176 -1.453 3.921 0.1143
C -4.937 -1.121 2.900 0.0131
S -4.209 -2.294 1.857 -0.0208
C -2.989 -1.275 1.122 0.1176
C -2.959 0.047 1.609 0.1220
S -1.835 1.225 1.212 0.4503
S -4.200 0.438 2.774 -0.0148
S -1.976 -1.942 -0.034 0.3872
O 1.065 -1.598 2.079 0.0071
N 0.296 -1.151 2.993 -0.0076
C 0.513 0.069 3.541 -0.0055
C -0.336 0.577 4.500 0.0005
C -1.433 -0.153 4.924 0.0091
C -1.638 -1.404 4.360 -0.0081
C -0.770 -1.884 3.405 0.0111
H 1.373 0.582 3.139 0.0041
H -0.133 1.564 4.894 0.0001
H -2.118 0.243 5.660 -0.0004
H -2.485 -2.016 4.643 0.0006
H -0.865 -2.833 2.901 0.0020
N 3.959 -4.135 -5.137 0.1806
C 3.316 -3.518 -4.391 -0.0252
C 2.538 -2.772 -3.489 0.3122
C 2.763 -2.817 -2.074 0.0541
C 1.989 -2.075 -1.238 0.0728
N 0.978 -1.261 -1.676 0.3615
C 0.751 -1.210 -3.027 0.0771
C 1.476 -1.918 -3.932 0.0408
H 3.546 -3.438 -1.662 0.0090
H 2.139 -2.098 -0.165 0.0309
H -0.048 -0.553 -3.351 0.0168
H 1.247 -1.826 -4.986 0.0119
C 1.257 1.457 -0.168 0.2962
C 0.976 2.410 -1.259 -0.0607
C 0.152 3.525 -1.059 0.0603
C -0.154 4.392 -2.096 -0.0334
C 0.353 4.171 -3.370 0.0554
C 1.175 3.071 -3.587 -0.0458
C 1.483 2.205 -2.550 0.0517
H 1.196 1.924 0.817 -0.0122
H 2.205 0.935 -0.286 0.0145
H -0.257 3.703 -0.070 0.0110
H -0.797 5.245 -1.910 -0.0020
H 0.112 4.845 -4.183 0.0050
H 1.576 2.882 -4.576 -0.0020
H 2.112 1.341 -2.734 0.0158

165
Properties=species:S:1:pos:R:3:lowdin_charge:R:1 method="wB97M-V/def2-TZVPD" e_tot_ev=-94154.92710 e_lumo_ev=0.279 gap_ev=9.3
C -3.402 -2.656 1.975 0.0081
C -3.736 -2.762 3.426 -0.5440
O -3.922 -1.828 4.187 0.0228
N -3.873 -4.005 3.939 0.0117
C -3.720 -5.310 3.304 -0.0791
H -3.675 -1.729 1.505 0.0704
H -3.746 -3.520 1.355 0.0762
H -2.306 -2.585 1.925 0.0645
H -4.148 -3.977 4.882 0.1162
H -4.355 -5.503 2.425 0.0811
H -3.849 -6.018 4.129 0.0853
H -2.680 -5.428 2.919 0.0856
C 1.731 3.539 3.026 0.0212
C 2.007 4.104 1.665 -0.5228
O 3.108 4.056 1.133 -0.0160
N 0.979 4.590 0.971 0.0310
C -0.414 4.747 1.360 -0.0496
H 1.029 4.127 3.582 0.0699
H 2.644 3.420 3.622 0.0881
H 1.197 2.582 2.943 0.0853
H 1.263 5.110 0.133 0.1600
H -0.667 3.938 2.018 0.0653
H -0.947 4.637 0.439 0.0795
H -0.638 5.680 1.889 0.0929
C -5.201 1.982 1.414 0.0111
C -5.951 3.032 0.585 -0.5318
O -6.539 3.942 1.127 0.0443
N -5.876 2.917 -0.795 -0.0178
C -6.464 3.865 -1.684 -0.1035
H -5.586 1.041 1.176 0.0538
H -5.199 2.252 2.483 0.0543
H -4.131 2.052 1.095 0.0823
H -5.260 2.182 -1.205 0.1256
H -5.730 4.655 -1.837 0.0776
H -7.377 4.317 -1.262 0.0878
H -6.728 3.397 -2.677 0.0923
C 0.535 0.723 -6.964 0.0158
C 1.045 0.431 -5.555 -0.5315
O 1.528 -0.683 -5.285 -0.0279
N 0.867 1.365 -4.632 0.0410
C 1.442 1.329 -3.260 -0.0357
H -0.350 0.119 -7.196 0.0773
H 1.297 0.470 -7.686 0.0783
H 0.390 1.804 -7.027 0.0775
H 0.365 2.213 -4.902 0.0985
H 0.728 0.776 -2.596 0.0511
H 1.489 2.346 -2.930 0.0738
H 2.453 0.808 -3.157 0.1080
C -3.461 4.045 -5.524 0.0183
C -2.329 3.498 -4.591 -0.5414
O -1.157 3.723 -4.767 0.0269
N -2.756 2.766 -3.547 0.0099
C -1.839 2.111 -2.698 -0.0849
H -3.710 3.430 -6.370 0.0574
H -3.273 5.095 -5.804 0.0829
H -4.394 4.030 -4.889 0.0836
H -3.691 2.361 -3.460 0.0925
H -2.149 1.975 -1.663 0.0820
H -0.946 2.713 -2.647 0.0738
H -1.580 1.127 -3.142 0.0798
C -0.937 0.168 5.395 0.0194
C -1.682 1.488 4.961 -0.5533
O -1.094 2.525 4.792 0.0210
N -3.026 1.411 4.783 0.0204
C -3.844 2.616 4.878 -0.0538
H 0.048 0.187 4.956 0.0518
H -1.434 -0.743 5.103 0.0406
H -0.871 0.168 6.511 0.0958
H -3.433 0.470 4.879 0.1184
H -4.415 2.830 3.977 0.0456
H -3.088 3.439 5.014 0.1005
H -4.524 2.603 5.695 0.0703
C -5.368 -1.016 -2.693 0.0102
C -4.841 -0.050 -3.679 -0.5269
O -5.287 1.118 -3.698 -0.0208
N -4.020 -0.564 -4.629 0.0454
C -3.494 0.204 -5.706 -0.0569
H -5.193 -0.558 -1.671 0.1019
H -4.824 -1.935 -2.639 0.0521
H -6.446 -1.149 -2.811 0.0994
H -3.665 -1.505 -4.509 0.0912
H -4.171 0.905 -6.155 0.0837
H -3.094 -0.477 -6.426 0.0857
H -2.690 0.806 -5.366 0.0554
C -0.410 -3.184 -5.267 0.0323
C -1.152 -2.626 -4.109 -0.5847
O -2.336 -2.804 -4.006 0.0162
N -0.481 -1.846 -3.305 0.0590
C -0.952 -1.399 -2.044 -0.0524
H -1.108 -3.846 -5.776 0.0968
H 0.547 -3.544 -5.017 0.0730
H -0.238 -2.310 -5.870 0.0677
H 0.513 -1.910 -3.462 0.1181
H -0.895 -2.181 -1.272 0.0997
H -1.979 -1.116 -2.080 0.0719
H -0.370 -0.556 -1.751 0.0456
C 3.543 -2.546 -3.859 -0.0021
C 3.795 -3.128 -2.508 -0.5884
O 3.208 -4.128 -2.135 0.0296
N 4.623 -2.473 -1.723 0.0280
C 5.060 -2.973 -0.473 -0.0788
H 3.398 -3.324 -4.583 0.0767
H 4.390 -1.903 -4.190 0.0963
H 2.683 -1.854 -3.955 0.0438
H 4.991 -1.574 -1.962 0.0881
H 4.382 -2.863 0.368 0.0673
H 5.982 -2.526 -0.238 0.0533
H 5.266 -4.043 -0.513 0.0974
C 5.777 -2.629 3.131 0.0187
C 4.342 -2.200 3.464 -0.5238
O 3.388 -2.918 3.235 0.0282
N 4.247 -0.974 4.057 0.0208
C 2.982 -0.404 4.348 -0.0805
H 5.757 -3.343 2.281 0.0789
H 6.159 -3.067 4.074 0.0960
H 6.368 -1.758 2.845 0.0504
H 4.977 -0.332 4.039 0.0476
H 2.599 0.230 3.519 0.0666
H 2.978 0.249 5.220 0.0848
H 2.267 -1.283 4.461 0.0956
C 4.756 2.599 -1.129 0.0092
C 5.529 1.318 -0.890 -0.5599
O 5.496 0.418 -1.692 0.0333
N 6.225 1.292 0.261 0.0358
C 7.163 0.251 0.660 -0.0364
H 5.390 3.480 -1.061 0.0847
H 3.981 2.732 -0.320 0.0721
H 4.364 2.552 -2.137 0.0724
H 6.174 2.106 0.809 0.0793
H 6.902 -0.120 1.629 0.0434
H 8.167 0.656 0.613 0.0875
H 7.155 -0.605 -0.016 0.0736
C -1.401 0.345 1.392 0.0198
C -0.004 0.615 0.844 -0.5684
O 0.217 1.627 0.165 -0.0027
N 0.961 -0.231 1.193 0.0503
C 2.398 0.034 0.860 -0.0298
H -2.183 0.579 0.633 0.0729
H -1.657 0.969 2.257 0.0709
H -1.515 -0.723 1.747 0.0599
H 0.633 -0.987 1.848 0.1016
H 2.920 -0.875 1.152 0.0640
H 2.807 0.962 1.300 0.0756
H 2.538 0.222 -0.219 0.0811
C 1.029 -3.701 1.692 0.0076
C 0.454 -3.363 2.997 -0.5267
O -0.131 -2.253 3.174 -0.0499
N 0.648 -4.175 4.029 0.0326
C 0.375 -3.724 5.389 -0.0453
H 0.291 -3.876 0.964 0.0765
H 1.730 -4.524 1.772 0.0905
H 1.674 -2.914 1.363 0.0576
H 1.164 -5.036 3.954 0.1423
H -0.378 -4.385 5.799 0.0760
H -0.028 -2.739 5.340 0.0457
H 1.341 -3.708 6.003 0.1149
O -3.268 -4.164 -1.185 -0.0792
H -3.361 -3.893 -2.130 0.0247
H -3.557 -5.083 -1.287 0.0399
O 6.218 1.112 4.012 -0.0714
H 5.980 1.772 3.275 0.0374
H 6.182 1.622 4.792 0.0210
O 5.211 3.170 2.495 -0.0768
H 5.724 3.874 2.891 0.0634
H 4.440 3.501 1.973 0.0076

24
Properties=species:S:1:pos:R:3:nbo_charge:R:1 method="wB97M-V/def2-TZVPD" de_lowest_kcal_mol=126.27 e_tot_ev=-13982.88793 e_lumo_ev=0.772 gap_ev=8.9
C 0.192 0.308 -0.051 0.2162
C 1.943 -0.942 0.108 0.6933
C -1.378 -1.045 1.124 -0.5995
C -1.629 -0.759 -1.422 -0.5805
C -2.196 1.156 0.230 -0.5954
C 4.140 0.271 0.382 -0.4226
C -1.204 -0.061 -0.050 -0.1608
N 0.785 1.385 -0.218 -0.3133
N 2.123 1.391 -0.328 -0.2545
N 2.680 0.143 0.194 -0.3448
O 2.095 -2.105 0.027 -0.5820
H -1.410 -0.725 2.136 0.2174
H -2.507 -1.253 1.058 0.1926
H -0.794 -1.962 1.056 0.2270
H -2.567 -1.237 -1.155 0.2114
H -0.918 -1.469 -1.801 0.2249
H -1.738 0.109 -2.019 0.2078
H -2.589 1.409 -0.698 0.2081
H -1.775 1.989 0.898 0.2290
H -2.964 0.674 0.895 0.2056
H 4.498 0.502 -0.654 0.2130
H 4.286 1.347 0.924 0.2033
H 4.452 -0.699 0.790 0.2426
H 2.441 2.192 0.228 0.3610

18
Properties=species:S:1:pos:R:3:nbo_charge:R:1 method="wB97M-V/def2-TZVPD" total_charge=+1 de_lowest_kcal_mol=61.24 e_tot_ev=-12292.96639 e_lumo_ev=-5.012 gap_ev=8.5
C -2.365 1.002 0.291 -0.4707
N -1.156 0.350 -0.132 -0.4606
N -1.346 -0.846 -0.734 -0.3245
C -0.476 -1.833 -0.428 0.3251
N 0.462 -1.564 0.440 -0.3548
C 1.164 -0.554 0.745 0.1868
C 1.897 0.289 -0.193 0.5590
N 3.163 0.577 0.142 -0.7661
O 1.400 0.570 -1.270 -0.5847
H -2.722 0.581 1.275 0.2207
H -2.145 2.060 0.627 0.2504
H -3.224 1.084 -0.424 0.2124
H -0.392 0.895 -0.623 0.4279
H -2.286 -0.938 -0.964 0.4194
H -0.437 -2.733 -1.091 0.2625
H 1.309 -0.285 1.803 0.2188
H 3.427 0.435 1.165 0.4302
H 3.729 0.910 -0.630 0.4481

136
Properties=species:S:1:pos:R:3:lowdin_charge:R:1 method="wB97M-V/def2-TZVPD" smiles=COC[C@H](C)N.COC[C@H](C)N.COC[C@H](C)N.COC[C@H](C)N.COC[C@H](C)N.COC[C@H](C)N.COC[C@H](C)N.COC[C@H](C)N de_lowest_kcal_mol=45.41 e_tot_ev=-62906.79797 e_lumo_ev=0.582 gap_ev=9.2
C -4.332 -0.784 2.762 -0.1111
O -3.618 -1.436 3.766 -0.1800
C -2.226 -1.604 3.511 -0.1932
C -1.697 -2.629 4.503 -0.4162
C -2.412 -3.961 4.343 -0.0652
N -1.722 -2.235 5.923 0.0427
H -3.981 -1.157 1.808 0.0536
H -4.179 0.305 2.758 0.0636
H -5.391 -1.053 2.839 0.1023
H -2.114 -2.044 2.535 0.1038
H -1.714 -0.693 3.655 0.0801
H -0.673 -2.782 4.209 0.1294
H -2.135 -4.403 3.376 0.0797
H -3.471 -3.917 4.575 0.0766
H -2.012 -4.713 5.027 0.0725
H -1.146 -1.447 6.222 0.0636
H -2.665 -2.092 6.264 0.0686
C 3.936 1.948 3.325 -0.1306
O 3.062 3.010 3.098 -0.2179
C 3.720 4.224 2.732 -0.2097
C 2.692 5.320 2.421 -0.4215
C 1.886 4.955 1.185 -0.0569
N 3.512 6.535 2.111 0.0269
H 3.397 1.096 3.761 0.0722
H 4.724 2.135 4.102 0.1001
H 4.422 1.577 2.387 0.0977
H 4.336 4.600 3.591 0.1312
H 4.434 4.049 1.893 0.1329
H 2.125 5.366 3.335 0.1293
H 0.971 5.565 1.017 0.0894
H 1.631 3.896 1.236 0.0405
H 2.590 5.096 0.349 0.0871
H 3.172 6.975 1.260 0.0572
H 3.366 7.212 2.888 0.0835
C 5.980 -3.071 -3.852 -0.1348
O 5.099 -2.208 -4.526 -0.1893
C 4.558 -2.802 -5.675 -0.2199
C 3.619 -1.843 -6.402 -0.4528
C 2.289 -1.655 -5.739 -0.0587
N 3.384 -2.301 -7.762 0.0343
H 6.751 -3.672 -4.467 0.1140
H 5.448 -3.850 -3.303 0.0790
H 6.572 -2.494 -3.132 0.0852
H 5.323 -3.209 -6.301 0.1119
H 3.917 -3.663 -5.434 0.1320
H 4.194 -0.926 -6.428 0.1339
H 2.380 -1.354 -4.699 0.0523
H 1.614 -2.534 -5.807 0.0875
H 1.804 -0.881 -6.311 0.0755
H 2.604 -1.781 -8.168 0.0744
H 4.166 -2.128 -8.375 0.0713
C 0.570 1.049 4.295 -0.0708
O -0.797 1.207 3.851 -0.2280
C -1.404 2.318 4.449 -0.2126
C -2.890 2.401 4.172 -0.4451
C -3.151 2.843 2.767 -0.0780
N -3.629 3.220 5.153 0.0544
H 0.578 0.818 5.331 0.0827
H 1.177 1.890 4.093 0.0488
H 1.080 0.299 3.672 0.0919
H -1.407 2.216 5.528 0.1204
H -0.915 3.252 4.184 0.1334
H -3.211 1.360 4.214 0.1149
H -2.552 2.279 2.021 0.0673
H -2.944 3.939 2.581 0.0998
H -4.211 2.763 2.429 0.0841
H -3.788 2.714 6.020 0.0743
H -4.537 3.462 4.790 0.0635
C -0.903 -4.170 -4.400 -0.1314
O -1.083 -4.531 -3.060 -0.1889
C -2.161 -3.787 -2.496 -0.2181
C -2.223 -4.074 -1.033 -0.4701
C -3.372 -3.296 -0.358 -0.0573
N -0.989 -3.820 -0.329 0.0504
H -0.453 -3.150 -4.501 0.0851
H -1.824 -4.221 -4.959 0.0769
H -0.219 -4.906 -4.850 0.0930
H -1.972 -2.703 -2.607 0.1289
H -3.090 -4.045 -3.019 0.1307
H -2.449 -5.127 -0.867 0.1393
H -3.171 -2.206 -0.413 0.0508
H -3.272 -3.558 0.697 0.0635
H -4.371 -3.491 -0.791 0.0875
H -0.625 -2.866 -0.437 0.0552
H -0.321 -4.445 -0.795 0.0724
C 1.094 0.793 -3.217 -0.1180
O 0.943 1.256 -1.883 -0.2195
C -0.271 0.626 -1.344 -0.1561
C -0.556 1.152 0.074 -0.3859
C 0.718 1.366 0.932 -0.0406
N -1.377 0.187 0.801 0.0511
H 1.166 -0.340 -3.184 0.0848
H 2.021 1.258 -3.582 0.0959
H 0.270 1.094 -3.838 0.0784
H -1.131 0.757 -2.007 0.1112
H -0.068 -0.465 -1.289 0.1140
H -1.082 2.130 0.043 0.1328
H 1.473 1.872 0.315 0.0656
H 1.148 0.389 1.162 0.0699
H 0.412 1.922 1.842 0.0749
H -0.962 -0.746 0.858 0.0763
H -1.557 0.504 1.740 0.0335
C -4.231 4.352 -0.511 -0.1468
O -4.750 3.063 -0.540 -0.1625
C -4.145 2.366 -1.592 -0.2356
C -4.573 0.926 -1.604 -0.4338
C -6.033 0.707 -1.949 -0.0687
N -4.327 0.142 -0.392 0.0587
H -3.110 4.419 -0.360 0.0986
H -4.624 4.794 0.387 0.0742
H -4.485 4.981 -1.414 0.1046
H -4.432 2.781 -2.568 0.1300
H -3.045 2.363 -1.560 0.1109
H -3.931 0.452 -2.345 0.1299
H -6.656 1.166 -1.195 0.0731
H -6.338 -0.356 -2.051 0.0838
H -6.307 1.105 -2.937 0.0760
H -4.818 0.416 0.421 0.0440
H -3.347 0.183 -0.130 0.0248
C 4.614 1.152 -1.338 -0.1162
O 4.923 -0.042 -0.651 -0.1930
C 4.397 -1.254 -1.325 -0.1645
C 3.011 -1.572 -0.863 -0.4706
C 3.071 -1.799 0.672 -0.0385
N 2.502 -2.792 -1.434 0.0604
H 4.823 1.025 -2.410 0.0864
H 5.382 1.877 -1.072 0.0826
H 3.642 1.593 -1.147 0.0714
H 4.539 -1.103 -2.423 0.1131
H 4.992 -2.105 -0.978 0.1194
H 2.321 -0.762 -1.052 0.1081
H 3.421 -0.894 1.144 0.0597
H 3.817 -2.613 0.742 0.0863
H 2.061 -2.138 0.976 0.0825
H 2.550 -2.825 -2.427 0.0485
H 3.184 -3.538 -1.217 0.0881